1.
59
Properties=species:S:1:pos:R:3:nbo_charge:R:1 method="wB97M-V/def2-TZVPD" total_charge=-1 lumo_energy_ev=1.808 relative_energy_kj_mol=381.4 homo_ha=-0.2354
O 0.10530 -0.95553 1.67904 -1.25
H -3.28034 -2.25419 -1.23429 0.50
O 2.02352 0.89580 1.72023 -1.05
H 1.31464 1.45524 2.07936 0.47
H 1.45033 0.04462 1.63589 0.51
O -3.21668 2.16227 3.57571 -0.99
H -0.29451 -2.32744 -3.15408 0.50
H -2.49915 2.02750 2.94491 0.51
O -4.29323 -0.09131 2.40193 -0.99
H -4.49288 0.78618 2.84016 0.52
H -3.99847 0.10424 0.95880 0.53
O -3.27110 0.45421 0.29913 -1.06
H -1.16711 2.32721 -0.75782 0.47
H -2.91965 1.76080 4.40415 0.47
O 3.85787 -2.60702 -1.46303 -0.94
H 0.42453 -1.79991 1.98501 0.42
H -3.82959 -0.73529 2.95021 0.53
O 0.50568 0.97861 -1.83254 -0.97
H 1.04297 0.68560 -1.08660 0.49
H 1.13375 1.13932 -2.53385 0.48
O 3.95174 0.28706 -0.62321 -0.99
H 4.20443 -2.44210 -0.57442 0.46
H 2.48971 -3.55028 -3.29952 0.48
O -0.41673 4.89439 1.80651 -0.94
H -1.36777 4.77043 1.69782 0.48
H -0.07111 4.68312 0.93354 0.47
O 3.13998 2.47085 -2.24468 -0.95
H 3.38597 2.91425 -3.07075 0.47
H 2.39627 3.02359 -1.98611 0.49
O -1.82879 2.66056 -0.13624 -1.00
H -0.77367 2.45278 -2.84481 0.50
H -2.49317 1.93501 -0.16938 0.50
O -3.72315 -3.10578 -0.90923 -1.01
H 4.90774 0.51802 2.04392 0.47
H 3.60893 -1.67138 -1.53241 0.47
O -0.04905 3.03962 -3.13530 -0.96
H 0.38972 2.72817 -3.93634 0.47
H 3.71913 0.47439 -1.53427 0.49
O -0.44349 -3.27763 -2.90147 -0.97
H 3.16007 0.37565 -0.08388 0.50
H -1.21392 -3.66903 -3.32898 0.48
O 1.71242 -3.33623 0.86500 -0.99
H 0.85529 -3.32868 1.25982 0.49
H 2.30908 -2.61276 0.71958 0.50
O -1.88690 -1.90306 3.06311 -1.03
H -1.19516 -1.47586 2.44611 0.51
H -2.43186 0.23608 0.72934 0.49
O 5.32917 -0.33994 1.87528 -0.95
H -1.67815 -2.83808 3.02681 0.45
H 5.34561 -0.15960 0.92923 0.48
O 1.98186 -2.93344 -3.84722 -0.97
H 1.22790 -3.55813 -3.87523 0.48
H -3.04455 -3.76135 -0.76752 0.46
O -2.69237 -0.85667 -1.78546 -0.96
H -3.47722 -0.41495 -1.41512 0.50
H -1.99960 -0.31923 -1.34291 0.49
O -0.83888 1.47212 2.51540 -1.02
H -0.81560 1.87803 1.59263 0.49
H -0.26979 0.68913 2.42802 0.52



2.
135
Properties=species:S:1:pos:R:3:lowdin_charge:R:1 method="wB97M-V/def2-TZVPD" total_charge=-1 lumo_energy_ev=-0.009 homo_ha=-0.1377
N 3.87734 0.06550 1.57250 0.02
C 3.95042 -0.21371 0.05617 -0.37
C 3.86340 -1.84204 -0.10011 -0.11
C 5.32912 -2.42942 0.45134 -0.18
C 5.33052 -4.07072 0.63749 -0.09
C 5.85065 -4.67872 -0.83109 -0.25
O 5.30088 -4.28599 -2.00827 -0.08
O 6.97523 -5.64403 -0.94780 -0.05
C 2.72225 0.62937 -0.61617 -0.12
C 1.66150 -0.24265 -1.50774 -0.07
C 0.43337 -0.92857 -0.60051 -0.17
F 0.94582 -0.84766 0.81944 -0.01
F 0.45041 -2.36930 -0.94409 -0.02
C -1.01194 -0.17880 -0.80976 -0.08
F -1.31935 0.14092 -2.25478 0.01
F -0.84103 1.18394 -0.17448 0.01
C -2.27844 -0.86190 -0.02281 -0.07
F -1.90126 -1.21764 1.39819 0.03
F -3.28174 0.25575 0.15234 0.02
C -2.88962 -2.21728 -0.67879 -0.07
F -2.27383 -2.61403 -1.99713 0.04
F -2.54369 -3.36084 0.24691 0.03
C -4.50831 -2.25344 -0.92367 -0.06
F -4.98464 -1.10826 -1.79018 0.02
F -4.74104 -3.46042 -1.80667 0.03
C -5.43436 -2.27383 0.42120 -0.09
F -4.79008 -1.76792 1.65505 0.06
F -6.57015 -1.31120 0.15127 0.02
C -6.15013 -3.69582 0.78800 -0.07
F -7.12463 -4.17881 -0.26180 0.03
F -7.02944 -3.40955 1.98536 0.03
C -5.15931 -4.90784 1.25549 -0.14
F -6.06132 -5.95597 1.86896 0.02
F -4.20645 -4.55069 2.35416 0.05
F -4.43901 -5.60466 0.16552 0.06
C 5.36699 0.45372 -0.45616 -0.41
O 5.72438 0.29487 -1.74122 -0.16
O 6.18437 1.21230 0.54487 -0.29
H 3.18808 -0.57556 2.02879 0.06
H 3.66945 1.07215 1.75211 0.06
H 3.05112 -2.36620 0.55939 0.11
H 3.80543 -2.20529 -1.23468 0.12
H 5.63981 -1.89641 1.46593 0.10
H 6.21122 -2.20028 -0.31961 0.14
H 4.30755 -4.52059 0.98300 0.12
H 6.22587 -4.30027 1.39314 0.11
H 7.13300 -5.84557 -1.93364 0.12
H 2.16740 1.31138 0.19172 0.09
H 3.22357 1.41229 -1.36490 0.14
H 1.20664 0.51974 -2.30705 0.13
H 2.16970 -1.09093 -2.17698 0.14
C 5.50113 -1.50745 5.64834 -0.01
C 6.04630 -2.23296 4.44908 -0.52
O 5.41527 -2.32258 3.39843 0.02
N 7.28090 -2.80238 4.55019 0.00
C 8.17336 -2.80945 5.68497 -0.09
H 4.51050 -1.10911 5.41369 0.08
H 5.40523 -2.19669 6.49178 0.08
H 6.15605 -0.67204 5.91077 0.09
H 7.57714 -3.27151 3.70208 0.14
H 9.11131 -2.33818 5.38092 0.08
H 8.36679 -3.85002 5.95700 0.08
H 7.76047 -2.27886 6.54368 0.07
C -0.92440 2.43748 2.55945 0.00
C 0.56462 2.64815 2.57508 -0.52
O 1.24442 2.57559 1.55397 0.00
N 1.16059 2.92745 3.76903 0.02
C 0.54518 3.05474 5.06876 -0.08
H -1.25129 2.22413 1.53832 0.06
H -1.18912 1.58562 3.19184 0.09
H -1.43452 3.34136 2.90367 0.09
H 2.16332 3.05569 3.69674 0.15
H 0.75799 4.05758 5.44733 0.08
H 1.00137 2.31661 5.73304 0.08
H -0.53370 2.89867 5.03654 0.07
C 2.82930 -7.38162 -3.24996 -0.02
C 2.46714 -6.09319 -2.56396 -0.54
O 2.89388 -5.80606 -1.44793 0.02
N 1.63833 -5.22968 -3.21675 0.01
C 1.03589 -5.37970 -4.52013 -0.09
H 3.49475 -7.96254 -2.60592 0.08
H 1.92849 -7.97224 -3.43802 0.08
H 3.35156 -7.17308 -4.18775 0.08
H 1.44212 -4.38630 -2.69011 0.13
H 1.36187 -4.54238 -5.14215 0.08
H -0.04921 -5.33479 -4.39867 0.08
H 1.31033 -6.31936 -5.00086 0.07
C 1.62930 5.67355 0.80522 0.00
C 1.26714 6.96198 1.49121 -0.55
O 1.69388 7.24911 2.60724 0.01
N 0.43833 7.82549 0.83842 -0.01
C -0.16411 7.67547 -0.46495 -0.09
H 2.29475 5.09264 1.44925 0.09
H 0.72849 5.08294 0.61715 0.08
H 2.15156 5.88209 -0.13258 0.09
H 0.24212 8.66887 1.36506 0.14
H 0.16187 8.51280 -1.08698 0.08
H -1.24921 7.72038 -0.34350 0.08
H 0.11033 6.73581 -0.94569 0.08
C -12.79887 -2.53779 0.37681 -0.02
C -12.25370 -3.26330 -0.82245 -0.55
O -12.88473 -3.35291 -1.87309 0.02
N -11.01910 -3.83271 -0.72134 0.00
C -10.12664 -3.83978 0.41344 -0.08
H -13.78950 -2.13944 0.14216 0.08
H -12.89477 -3.22703 1.22026 0.08
H -12.14395 -1.70238 0.63924 0.08
H -10.72286 -4.30184 -1.56945 0.14
H -9.18869 -3.36851 0.10939 0.06
H -9.93321 -4.88035 0.68547 0.09
H -10.53953 -3.30919 1.27215 0.08
C -6.38927 0.13456 -6.97579 -0.02
C -4.90025 0.34523 -6.96015 -0.55
O -4.22044 0.27266 -7.98126 0.02
N -4.30428 0.62452 -5.76621 0.00
C -4.91969 0.75181 -4.46648 -0.08
H -6.71616 -0.07879 -7.99691 0.08
H -6.65398 -0.71730 -6.34340 0.08
H -6.89939 1.03843 -6.63157 0.08
H -3.30155 0.75277 -5.83850 0.14
H -4.70688 1.75465 -4.08791 0.09
H -4.46350 0.01369 -3.80220 0.06
H -5.99857 0.59575 -4.49870 0.08
C 4.17155 9.06584 1.65246 -0.01
C 5.52918 9.06173 1.00547 -0.54
O 6.41531 8.28478 1.35361 0.03
N 5.76497 9.95531 0.00316 -0.01
C 4.86557 10.94159 -0.54690 -0.09
H 4.13708 8.29967 2.43148 0.08
H 3.97983 10.03777 2.11533 0.09
H 3.40174 8.83830 0.90994 0.07
H 6.70068 9.89013 -0.38067 0.14
H 4.74979 10.73637 -1.61403 0.08
H 5.32306 11.92571 -0.41877 0.08
H 3.88729 10.92882 -0.06505 0.07